1.
Molecular formula: C3H7NO
Method: DFT, wB97M-V/def2-TZVPD

Last column: natural (NBO) charge in e.
Atoms and positions in Å:
C: -1.207 0.690 0.314  -0.623
C: -0.554 -0.675 0.100  -0.229
N: 0.685 -0.601 -0.654  -0.615
C: 1.764 -0.002 -0.090  0.526
O: 1.937 0.138 1.107  -0.608
H: -2.083 0.554 0.951  0.215
H: -1.529 1.134 -0.636  0.200
H: -0.550 1.417 0.812  0.224
H: -1.228 -1.345 -0.445  0.198
H: -0.319 -1.142 1.059  0.220
H: 0.623 -0.539 -1.660  0.387
H: 2.462 0.371 -0.858  0.105

* SMILES string: CCNC=O
* energy relative to the best compared isomer or geometry (same formula, charge and spin): 46.1 kJ/mol
* highest occupied orbital energy: -9.79 eV
* DFT total energy: -6762.2722 eV

=====

2.
Molecular formula: C3H7NO
Method: DFT, wB97M-V/def2-TZVPD

Last column: natural (NBO) charge in e.
Atoms and positions in Å:
C: -1.075 0.451 -0.643  -0.648
C: 0.194 0.086 0.110  0.332
N: 1.414 -0.066 -0.635  -0.832
C: 0.141 -0.653 1.372  -0.116
O: 0.392 0.748 1.343  -0.483
H: -1.593 -0.448 -0.997  0.215
H: -1.757 1.015 0.001  0.231
H: -0.841 1.066 -1.520  0.212
H: 1.307 -0.783 -1.346  0.360
H: 1.632 0.804 -1.114  0.361
H: -0.813 -0.945 1.810  0.177
H: 0.999 -1.276 1.620  0.191

* SMILES string: C[C@]1(N)CO1
* energy relative to the best compared isomer or geometry (same formula, charge and spin): 175.0 kJ/mol
* highest occupied orbital energy: -9.83 eV
* DFT total energy: -6760.9365 eV

=====

3.
Molecular formula: C3H7NO
Method: DFT, wB97M-V/def2-TZVPD

Last column: natural (NBO) charge in e.
Atoms and positions in Å:
H: -2.224 -0.214 -1.259  0.352
N: -1.552 0.110 -0.569  -0.737
C: -1.712 -0.482 0.540  0.420
O: -0.933 -0.256 1.602  -0.684
H: -2.473 -1.227 0.782  0.142
H: -0.201 0.312 1.293  0.504
C: 1.831 0.747 0.509  -0.473
C: 1.198 0.875 -0.655  -0.329
H: 1.897 1.570 1.219  0.199
H: 2.306 -0.186 0.801  0.201
H: 1.115 0.052 -1.360  0.201
H: 0.697 1.792 -0.949  0.205

* SMILES string: [H]/N=C/O.C=C
* energy relative to the best compared isomer or geometry (same formula, charge and spin): 179.7 kJ/mol
* highest occupied orbital energy: -9.79 eV
* DFT total energy: -6760.8881 eV

=====

4.
Molecular formula: C3H7NO
Method: DFT, wB97M-V/def2-TZVPD

Last column: natural (NBO) charge in e.
Atoms and positions in Å:
C: 2.475 -0.008 0.210  -0.265
N: 1.013 0.648 0.498  0.087
O: 0.864 1.595 1.328  -0.418
C: -0.192 0.148 -0.071  -0.260
C: -1.117 -0.526 1.010  -0.601
H: 3.159 0.364 0.948  0.198
H: 2.517 -0.914 -0.350  0.187
H: -0.060 -0.511 -0.941  0.210
H: -0.798 1.041 -0.316  0.219
H: -2.096 -0.866 0.670  0.218
H: -0.615 -1.451 1.433  0.203
H: -1.201 0.206 1.728  0.221

* SMILES string: C=[N+]([O-])CC
* energy relative to the best compared isomer or geometry (same formula, charge and spin): 489.1 kJ/mol
* highest occupied orbital energy (spin up / spin down): -8.91 / -8.48 eV
* DFT total energy: -6757.6816 eV

=====

5.
Molecular formula: C3H7NO
Method: DFT, wB97M-V/def2-TZVPD

Last column: natural (NBO) charge in e.
Atoms and positions in Å:
C: -1.495 0.769 0.254  -0.193
N: -1.324 -0.307 -0.428  -0.072
O: -0.149 -1.034 -0.142  -0.384
C: 0.937 -0.395 0.518  -0.096
C: 1.594 0.673 -0.332  -0.649
H: -2.448 1.271 0.081  0.200
H: -0.827 1.157 1.030  0.175
H: 0.650 0.002 1.482  0.163
H: 1.643 -1.183 0.711  0.204
H: 1.939 0.275 -1.293  0.221
H: 0.857 1.446 -0.689  0.213
H: 2.427 1.174 0.172  0.218

* SMILES string: C=NOCC
* energy relative to the best compared isomer or geometry (same formula, charge and spin): 309.0 kJ/mol
* highest occupied orbital energy: -9.84 eV
* DFT total energy: -6759.5480 eV

=====

6.
Molecular formula: C3H7NO
Method: DFT, wB97M-V/def2-TZVPD

Last column: natural (NBO) charge in e.
Atoms and positions in Å:
C: -0.948 0.977 0.722  -0.378
C: -0.484 -0.994 -0.675  -0.406
N: 0.846 -0.653 -0.785  -0.506
C: 1.405 -0.007 0.234  0.333
O: 0.665 0.198 1.248  -0.553
H: -1.852 0.418 0.933  0.195
H: -0.967 1.480 -0.241  0.190
H: -0.699 1.665 1.526  0.188
H: -0.932 -1.329 -1.606  0.183
H: -0.733 -1.552 0.219  0.196
H: 1.306 -0.640 -1.685  0.403
H: 2.393 0.436 0.109  0.155

* energy relative to the best compared isomer or geometry (same formula, charge and spin): 474.2 kJ/mol
* highest occupied orbital energy: -6.81 eV
* DFT total energy: -6757.8357 eV

=====

7.
Molecular formula: C3H7NO
Method: DFT, wB97M-V/def2-TZVPD

Last column: natural (NBO) charge in e.
Atoms and positions in Å:
O: -2.087 0.390 -0.004  -0.696
C: -1.115 -0.514 -0.396  -0.067
C: 0.214 -0.155 0.349  -0.120
C: 1.189 0.791 -0.255  -0.251
N: 1.529 -0.619 -0.178  -0.587
H: -2.322 0.063 0.888  0.460
H: -1.009 -0.353 -1.512  0.185
H: -1.369 -1.562 -0.156  0.163
H: 0.133 0.037 1.395  0.182
H: 1.694 1.460 0.442  0.184
H: 0.952 1.239 -1.189  0.194
H: 2.192 -0.776 0.615  0.353

* SMILES string: OC[C@@H]1CN1
* energy relative to the best compared isomer or geometry (same formula, charge and spin): 235.6 kJ/mol
* highest occupied orbital energy: -9.64 eV
* DFT total energy: -6760.3088 eV

=====

8.
Molecular formula: C3H7NO
Method: DFT, wB97M-V/def2-TZVPD

Last column: natural (NBO) charge in e.
Atoms and positions in Å:
C: 0.883 0.545 0.393  0.484
N: 1.096 -0.066 -0.921  -0.489
C: -2.083 0.282 -0.119  -0.876
C: 1.975 -0.914 -0.422  0.084
O: 0.648 0.179 1.528  -0.573
H: 0.967 1.645 0.309  0.148
H: -2.600 1.247 0.053  0.218
H: -1.461 0.135 0.764  0.224
H: -2.724 -0.590 -0.139  0.214
H: 1.668 -1.706 0.268  0.179
H: -1.365 0.208 -0.942  0.217
H: 2.998 -0.964 -0.772  0.169

* energy relative to the best compared isomer or geometry (same formula, charge and spin): 402.6 kJ/mol
* highest occupied orbital energy: -9.93 eV
* DFT total energy: -6758.5781 eV

=====

9.
Molecular formula: C3H7NO
Method: DFT, wB97M-V/def2-TZVPD

Last column: natural (NBO) charge in e.
Atoms and positions in Å:
C: 1.875 0.217 -0.046  -0.367
N: 0.538 -0.329 -0.171  -0.614
C: -0.568 0.426 -0.086  0.640
C: -1.864 -0.275 -0.035  -0.708
O: -0.453 1.676 -0.026  -0.620
H: 2.673 -0.831 -0.195  0.173
H: 2.367 0.667 0.927  0.199
H: 1.909 0.923 -0.728  0.199
H: 0.482 -1.336 0.313  0.387
H: -2.020 -0.862 0.908  0.234
H: -2.759 0.636 -0.069  0.242
H: -2.179 -0.913 -0.792  0.235

* SMILES string: CNC(C)=O
* energy relative to the best compared isomer or geometry (same formula, charge and spin): 235.9 kJ/mol
* highest occupied orbital energy: -9.64 eV
* DFT total energy: -6760.3052 eV

=====

10.
Molecular formula: C3H7NO
Method: DFT, wB97M-V/def2-TZVPD

Last column: natural (NBO) charge in e.
Atoms and positions in Å:
H: -1.554 1.521 0.760  0.335
N: -1.515 1.275 -0.233  -0.641
C: -1.190 0.066 -0.442  0.143
C: -0.295 -0.744 0.411  -0.510
C: 1.227 -0.386 -0.057  -0.027
O: 1.497 0.963 0.055  -0.719
H: -1.237 -0.250 -1.484  0.162
H: -0.472 -1.812 0.275  0.221
H: -0.374 -0.460 1.462  0.213
H: 1.335 -0.745 -1.090  0.152
H: 1.897 -0.930 0.616  0.188
H: 0.682 1.503 -0.272  0.484

* SMILES string: [H]/N=C\CCO
* energy relative to the best compared isomer or geometry (same formula, charge and spin): 174.7 kJ/mol
* highest occupied orbital energy: -10.07 eV
* DFT total energy: -6760.9393 eV